Entry 1:
Below is a structure of composition C4H12N2 in a non-equilibrium geometry, with properties calculated with ωB97M-V/def2-TZVPD.

Computed properties:
Gap between HOMO and LUMO   8.9 eV
HOMO   -7.92 eV
Calculated total energy   -7320.5769 eV

Last column: Löwdin charge in e.
Positions of all 18 atoms, in Å:
C (-0.383, -0.469, 0.237)  -0.458
C (0.652, 1.765, -0.571)  -0.327
C (-1.284, -0.820, -0.947)  -0.065
C (0.010, -1.709, 1.036)  -0.065
N (0.834, 0.262, -0.173)  -0.070
N (1.195, 2.325, 0.618)  -0.109
H (1.361, -0.277, -0.863)  0.129
H (-0.913, 0.224, 0.899)  0.139
H (1.415, 0.974, 0.801)  0.163
H (0.451, 2.639, 1.234)  0.004
H (1.296, 1.903, -1.449)  0.096
H (-0.400, 1.985, -0.794)  0.100
H (-2.210, -1.276, -0.595)  0.079
H (0.642, -1.441, 1.881)  0.077
H (-0.880, -2.214, 1.414)  0.079
H (-0.785, -1.524, -1.617)  0.080
H (-1.556, 0.068, -1.519)  0.068
H (0.554, -2.417, 0.407)  0.079

Cartesian forces, eV/Å:
C 0.074 0.059 -0.075
C 0.108 -1.304 0.204
C 0.019 0.093 0.138
C -0.052 0.152 -0.086
N -0.522 -0.198 -1.060
N 0.543 -0.970 0.747
H -0.096 -0.005 0.033
H -0.016 -0.033 0.000
H -0.088 2.155 0.253
H 0.007 0.046 -0.027
H -0.279 0.133 0.032
H 0.205 -0.067 -0.126
H 0.020 -0.060 -0.006
H 0.004 0.000 -0.003
H 0.007 -0.001 -0.011
H -0.004 -0.002 0.016
H 0.050 0.006 -0.016
H 0.021 -0.004 -0.013

***

Entry 2:
Below is a cluster of 15 separate species, C60H108O30 in total in a non-equilibrium geometry, with properties calculated with ωB97M-V/def2-TZVPD.

Computed properties:
Gap between HOMO and LUMO   9.9 eV
HOMO   -9.77 eV
Calculated total energy   -125401.4399 eV

Last column: Löwdin charge in e.
Positions of all 198 atoms, in Å:
O (-6.579, -38.077, -11.683)  0.093
C (-6.399, -38.682, -12.713)  -0.539
O (-5.274, -38.640, -13.426)  0.002
C (-4.153, -37.873, -12.955)  -0.174
C (-3.555, -38.409, -11.660)  -0.048
C (-7.514, -39.391, -13.432)  0.023
H (-4.436, -36.837, -12.769)  0.108
H (-3.388, -37.947, -13.723)  0.116
H (-3.378, -39.486, -11.677)  0.077
H (-4.172, -38.198, -10.785)  0.062
H (-2.647, -37.835, -11.462)  0.070
H (-7.198, -39.832, -14.376)  0.085
H (-8.334, -38.721, -13.683)  0.091
H (-7.873, -40.148, -12.732)  0.078
O (-0.164, -36.879, -17.808)  0.103
C (-0.990, -37.249, -17.016)  -0.562
O (-0.689, -37.906, -15.898)  -0.021
C (0.659, -38.437, -15.798)  -0.187
C (0.681, -39.222, -14.503)  -0.065
C (-2.465, -36.997, -17.190)  0.022
H (1.337, -37.588, -15.789)  0.125
H (0.854, -39.123, -16.620)  0.131
H (0.356, -38.584, -13.681)  0.061
H (1.696, -39.576, -14.321)  0.078
H (0.014, -40.081, -14.534)  0.073
H (-2.867, -36.640, -16.241)  0.081
H (-3.003, -37.928, -17.376)  0.088
H (-2.616, -36.320, -18.022)  0.086
O (-0.377, -45.984, -12.988)  0.101
C (-1.416, -46.427, -12.570)  -0.545
O (-2.559, -45.740, -12.557)  0.010
C (-2.439, -44.314, -12.602)  -0.217
C (-1.933, -43.576, -11.382)  -0.047
C (-1.563, -47.847, -12.098)  0.027
H (-3.432, -43.975, -12.875)  0.094
H (-1.779, -44.032, -13.427)  0.103
H (-0.865, -43.543, -11.192)  0.054
H (-2.495, -43.977, -10.535)  0.086
H (-2.222, -42.537, -11.555)  0.074
H (-0.620, -48.322, -12.363)  0.087
H (-2.332, -48.326, -12.703)  0.091
H (-1.730, -47.889, -11.026)  0.089
O (0.526, -40.712, -5.552)  0.115
C (-0.583, -41.033, -5.237)  -0.536
O (-1.185, -42.182, -5.589)  -0.034
C (-0.386, -43.122, -6.341)  -0.198
C (-1.334, -43.787, -7.328)  -0.051
C (-1.551, -40.168, -4.468)  0.047
H (0.117, -43.788, -5.636)  0.129
H (0.464, -42.672, -6.856)  0.092
H (-1.858, -43.014, -7.887)  0.070
H (-2.083, -44.416, -6.844)  0.073
H (-0.752, -44.453, -7.966)  0.081
H (-1.003, -39.286, -4.145)  0.083
H (-1.899, -40.761, -3.627)  0.099
H (-2.320, -39.804, -5.148)  0.066
O (-0.085, -41.006, -10.041)  0.082
C (-0.110, -39.809, -9.846)  -0.524
O (-0.975, -39.138, -9.103)  0.000
C (-1.987, -39.863, -8.384)  -0.174
C (-2.899, -38.828, -7.760)  -0.033
C (0.844, -38.884, -10.555)  0.057
H (-1.547, -40.515, -7.626)  0.106
H (-2.569, -40.497, -9.050)  0.100
H (-3.542, -38.310, -8.471)  0.067
H (-2.374, -38.040, -7.215)  0.067
H (-3.504, -39.301, -6.981)  0.057
H (1.892, -39.069, -10.332)  0.078
H (0.608, -37.849, -10.297)  0.066
H (0.681, -38.937, -11.629)  0.066
O (-4.469, -41.556, -9.991)  0.093
C (-5.470, -41.717, -10.637)  -0.535
O (-6.705, -41.375, -10.246)  -0.005
C (-6.840, -40.685, -8.992)  -0.217
C (-8.305, -40.433, -8.782)  -0.045
C (-5.439, -42.401, -11.966)  0.030
H (-6.284, -39.750, -9.113)  0.116
H (-6.360, -41.216, -8.168)  0.100
H (-8.769, -39.940, -9.637)  0.082
H (-8.445, -39.791, -7.913)  0.068
H (-8.801, -41.401, -8.685)  0.084
H (-5.642, -43.468, -11.910)  0.100
H (-4.531, -42.152, -12.504)  0.079
H (-6.266, -42.005, -12.565)  0.078
O (-3.774, -35.514, -2.742)  0.100
C (-3.168, -35.871, -3.722)  -0.525
O (-1.835, -35.953, -3.770)  -0.020
C (-1.050, -35.804, -2.578)  -0.221
C (0.227, -35.150, -2.927)  -0.076
C (-3.791, -36.216, -5.040)  0.028
H (-0.854, -36.754, -2.075)  0.128
H (-1.626, -35.160, -1.911)  0.118
H (0.116, -34.237, -3.516)  0.090
H (0.923, -35.804, -3.463)  0.072
H (0.799, -34.851, -2.044)  0.084
H (-3.412, -35.642, -5.885)  0.081
H (-4.862, -36.021, -4.975)  0.081
H (-3.708, -37.289, -5.225)  0.080
O (-1.502, -34.406, -7.933)  0.112
C (-1.017, -35.305, -8.573)  -0.560
O (-0.349, -36.338, -8.071)  -0.024
C (-0.220, -36.436, -6.649)  -0.200
C (0.605, -37.667, -6.336)  -0.025
C (-1.119, -35.425, -10.056)  0.029
H (-1.225, -36.481, -6.232)  0.090
H (0.284, -35.552, -6.249)  0.123
H (0.098, -38.487, -6.853)  0.063
H (0.562, -37.919, -5.280)  0.080
H (1.623, -37.583, -6.702)  0.062
H (-0.189, -35.114, -10.541)  0.088
H (-1.935, -34.808, -10.418)  0.078
H (-1.245, -36.466, -10.353)  0.060
O (4.462, -40.969, -11.484)  0.102
C (5.077, -40.009, -11.866)  -0.519
O (5.611, -39.089, -11.055)  -0.001
C (5.365, -39.186, -9.663)  -0.224
C (6.442, -38.400, -8.895)  -0.043
C (5.295, -39.635, -13.311)  0.035
H (5.427, -40.210, -9.286)  0.114
H (4.332, -38.892, -9.460)  0.098
H (6.440, -37.316, -8.855)  0.062
H (7.368, -38.703, -9.391)  0.083
H (6.445, -38.832, -7.895)  0.081
H (4.573, -38.890, -13.647)  0.090
H (5.136, -40.483, -13.973)  0.063
H (6.317, -39.271, -13.397)  0.089
O (-6.003, -38.475, -6.547)  0.106
C (-6.946, -38.078, -5.923)  -0.477
O (-7.329, -36.786, -5.948)  -0.009
C (-8.419, -36.545, -5.037)  -0.125
C (-9.001, -37.931, -4.748)  -0.148
C (-7.748, -38.773, -4.840)  -0.077
H (-9.149, -35.951, -5.582)  0.129
H (-7.983, -36.103, -4.142)  0.136
H (-9.733, -38.247, -5.494)  0.116
H (-9.548, -37.924, -3.806)  0.119
H (-7.920, -39.841, -4.934)  0.120
H (-7.106, -38.670, -3.955)  0.140
O (4.019, -42.376, -14.649)  0.102
C (3.046, -42.725, -14.042)  -0.480
O (1.813, -42.325, -14.373)  0.018
C (0.829, -42.782, -13.420)  -0.132
C (1.629, -43.281, -12.203)  -0.161
C (2.974, -43.624, -12.800)  -0.059
H (0.256, -43.589, -13.868)  0.106
H (0.255, -41.915, -13.097)  0.110
H (1.120, -44.167, -11.816)  0.091
H (1.649, -42.602, -11.352)  0.097
H (2.991, -44.654, -13.156)  0.133
H (3.741, -43.350, -12.081)  0.108
O (3.364, -35.772, -5.416)  0.138
C (3.452, -35.633, -6.594)  -0.482
O (2.743, -34.623, -7.211)  0.012
C (2.768, -34.752, -8.627)  -0.147
C (3.204, -36.211, -8.840)  -0.151
C (4.091, -36.469, -7.662)  -0.098
H (3.547, -34.074, -8.993)  0.126
H (1.847, -34.557, -9.170)  0.112
H (3.609, -36.485, -9.818)  0.119
H (2.275, -36.793, -8.835)  0.096
H (5.064, -35.956, -7.676)  0.139
H (4.208, -37.501, -7.347)  0.094
O (-4.508, -34.791, -11.451)  0.095
C (-5.005, -35.034, -10.377)  -0.498
O (-4.283, -35.421, -9.328)  0.034
C (-5.128, -35.822, -8.237)  -0.142
C (-6.519, -35.966, -8.845)  -0.138
C (-6.473, -35.026, -10.038)  -0.067
H (-5.125, -35.054, -7.459)  0.128
H (-4.786, -36.743, -7.773)  0.082
H (-7.340, -35.829, -8.151)  0.102
H (-6.615, -36.964, -9.283)  0.104
H (-6.693, -33.976, -9.822)  0.135
H (-7.028, -35.344, -10.916)  0.120
O (-4.733, -40.026, -4.214)  0.123
C (-5.030, -41.153, -4.449)  -0.453
O (-6.055, -41.825, -3.810)  0.018
C (-6.290, -43.076, -4.439)  -0.170
C (-5.678, -42.955, -5.835)  -0.139
C (-4.504, -42.019, -5.571)  -0.076
H (-7.360, -43.259, -4.533)  0.125
H (-5.833, -43.924, -3.923)  0.127
H (-6.385, -42.456, -6.495)  0.097
H (-5.331, -43.898, -6.252)  0.119
H (-4.191, -41.486, -6.467)  0.116
H (-3.593, -42.516, -5.219)  0.119
O (3.873, -39.225, -5.775)  0.127
C (3.539, -40.159, -6.439)  -0.486
O (2.917, -39.988, -7.639)  -0.011
C (2.675, -41.255, -8.273)  -0.152
C (3.580, -42.258, -7.544)  -0.134
C (3.724, -41.638, -6.177)  -0.070
H (2.825, -41.149, -9.346)  0.104
H (1.614, -41.475, -8.126)  0.095
H (4.503, -42.395, -8.110)  0.114
H (3.150, -43.257, -7.448)  0.112
H (4.689, -41.801, -5.704)  0.129
H (2.908, -41.860, -5.485)  0.122

Cartesian forces, eV/Å:
O 0.258 -0.263 0.292
C -0.456 1.420 -0.517
O 0.114 -0.492 -0.289
C 0.306 -0.067 1.154
C -0.214 0.298 0.403
C 0.183 -0.609 -0.043
H -0.156 0.021 -0.346
H -0.276 0.067 -0.306
H 0.270 0.034 -0.133
H -0.281 -0.068 -0.203
H 0.245 -0.326 -0.169
H 0.181 -0.199 0.177
H 0.075 0.248 0.374
H -0.230 -0.080 -0.228
O 0.313 -0.079 -0.196
C -0.173 0.348 -0.556
O -0.154 -0.618 0.104
C -0.652 -0.107 0.632
C 0.182 0.320 0.032
C 0.024 -0.357 0.584
H 0.247 -0.136 -0.148
H 0.056 0.338 -0.304
H 0.097 0.062 0.038
H -0.051 -0.077 0.113
H 0.016 -0.022 -0.163
H -0.082 0.326 -0.162
H 0.199 -0.098 -0.127
H -0.066 0.150 0.126
O 0.217 0.398 0.191
C 0.303 -0.431 -0.354
O -0.144 0.125 1.044
C 0.739 0.761 -1.437
C -0.955 -0.293 0.156
C 0.502 0.171 -0.811
H -0.086 -0.081 0.183
H -0.180 -0.273 -0.202
H 0.043 -0.497 -0.107
H 0.252 0.400 0.351
H -0.102 0.029 0.336
H -0.006 -0.136 0.286
H -0.307 -0.065 0.449
H -0.293 -0.123 -0.037
O 0.676 -0.378 -0.103
C -0.890 0.748 0.122
O 0.765 -0.313 -0.207
C -0.050 -0.354 -0.146
C 0.379 -0.340 0.469
C 1.071 0.130 -0.249
H -0.466 -0.303 0.106
H -0.472 0.582 -0.070
H 0.151 -0.081 -0.316
H 0.005 0.108 0.219
H -0.112 0.200 -0.303
H -0.020 -0.067 0.274
H -0.522 0.298 -0.015
H -0.365 -0.374 0.261
O -0.472 -0.004 0.627
C 0.687 -0.173 -1.043
O -0.078 -0.319 0.155
C -0.537 0.256 0.051
C -0.011 0.143 0.747
C -0.354 1.082 0.043
H 0.297 0.151 -0.061
H 0.169 -0.046 -0.238
H -0.023 -0.308 -0.161
H 0.397 -0.127 -0.195
H -0.337 -0.058 -0.326
H -0.053 -0.297 0.056
H 0.159 -0.078 0.217
H 0.105 -0.424 -0.022
O 0.132 0.442 0.650
C 0.084 -0.623 0.056
O 0.160 -0.488 -0.204
C 0.625 1.094 -0.369
C -0.120 -0.342 -0.160
C -1.259 0.717 -0.874
H -0.085 0.023 0.214
H -0.105 -0.228 -0.218
H 0.240 0.119 -0.068
H -0.110 -0.222 0.133
H -0.211 0.160 0.356
H 0.372 -0.068 0.265
H 0.215 -0.254 0.213
H 0.046 -0.048 -0.022
O -0.135 -0.242 0.000
C 0.062 0.592 0.279
O 0.542 -0.919 -0.483
C -0.855 0.819 0.621
C 1.701 0.442 -0.408
C -0.832 -0.184 0.005
H -0.399 -0.197 -0.258
H 0.022 -0.210 0.161
H -0.266 -0.107 -0.056
H -0.242 -0.015 -0.197
H -0.298 -0.096 0.212
H 0.401 -0.069 0.136
H 0.042 0.090 0.093
H 0.269 0.023 -0.101
O 0.156 -0.200 0.298
C -0.435 0.355 -0.175
O 0.546 -0.326 -0.036
C 0.435 0.368 0.719
C -1.177 -0.248 -0.635
C 0.146 -0.021 -0.634
H 0.097 -0.005 0.169
H -0.235 0.171 -0.152
H 0.381 -0.182 -0.018
H 0.315 0.251 0.104
H 0.080 -0.099 0.195
H 0.025 0.188 0.150
H 0.003 -0.069 -0.055
H -0.227 0.007 0.122
O -0.206 -0.265 0.405
C -0.434 0.301 -0.729
O 0.283 0.156 -0.221
C -0.159 0.374 1.108
C 0.090 -1.150 -0.575
C 0.230 -0.436 -0.056
H 0.105 -0.160 -0.511
H 0.099 0.272 0.004
H -0.499 0.004 -0.198
H 0.191 0.096 0.260
H 0.133 0.376 0.178
H 0.144 0.306 0.327
H 0.123 -0.200 0.262
H -0.120 0.254 -0.253
O -0.301 -0.162 -0.367
C 0.424 -0.219 0.787
O -0.002 0.099 -0.347
C -0.385 -0.692 -0.564
C -0.116 0.287 0.283
C 0.002 -0.324 0.401
H 0.220 0.530 0.390
H -0.330 0.320 -0.034
H 0.141 0.180 -0.231
H 0.317 -0.191 0.174
H 0.167 -0.031 -0.454
H -0.115 0.058 0.052
O -0.082 -0.112 -0.172
C 0.563 -0.246 0.799
O -0.526 0.200 -0.174
C 0.696 0.381 0.843
C -0.965 -1.023 -0.018
C -0.135 0.812 -0.040
H -0.168 0.168 -0.056
H -0.411 -0.098 -0.461
H 0.132 -0.089 -0.075
H 0.224 0.459 -0.392
H 0.338 -0.070 0.204
H 0.488 -0.399 -0.428
O 0.624 0.104 0.298
C -1.929 -0.124 -0.080
O -0.554 0.254 0.204
C 1.728 -0.600 -0.789
C -0.694 -0.101 -1.005
C 0.401 0.258 0.940
H -0.175 0.108 -0.146
H -0.354 0.303 0.719
H 0.398 0.588 0.022
H 0.168 -0.268 0.640
H 0.184 -0.426 -0.782
H 0.023 0.072 0.117
O 0.057 0.101 0.490
C -0.119 -0.193 -1.267
O 0.507 -0.408 0.549
C -0.742 0.315 0.536
C -0.158 -0.477 -0.684
C 0.335 0.412 0.029
H 0.188 0.174 -0.166
H 0.230 0.010 -0.288
H 0.107 0.199 0.088
H -0.024 -0.114 0.236
H -0.291 -0.095 0.143
H -0.119 0.008 0.091
O -0.030 0.258 0.783
C -0.537 -0.199 -1.028
O 0.564 0.543 0.174
C -0.164 -0.818 -1.065
C 0.650 0.073 0.296
C 0.127 -0.286 -0.077
H -0.019 0.168 0.416
H 0.032 0.314 0.433
H -0.023 -0.167 -0.169
H -0.365 -0.069 -0.056
H -0.132 0.460 0.215
H -0.205 -0.233 0.077
O 0.040 0.063 0.161
C 0.053 0.116 -0.423
O 0.305 0.050 0.002
C -0.704 -0.235 0.253
C -0.528 -0.568 -0.460
C 0.404 0.846 0.144
H 0.350 -0.037 0.067
H 0.092 -0.077 0.008
H 0.242 0.247 0.333
H -0.220 0.074 -0.313
H -0.107 -0.047 0.169
H 0.065 -0.416 -0.062